{"formula": "C29H49I2N3Si2", "method": "ωB97M-V/def2-TZVPD", "elements": ["C", "C", "C", "C", "C", "C", "C", "C", "C", "C", "C", "C", "I", "C", "C", "I", "N", "N", "C", "C", "C", "C", "C", "C", "C", "C", "C", "H", "H", "H", "H", "H", "H", "H", "H", "H", "H", "H", "H", "H", "H", "H", "H", "H", "H", "H", "H", "H", "H", "H", "H", "H", "H", "H", "H", "H", "H", "H", "C", "Si", "C", "C", "N", "Si", "C", "C", "C", "H", "H", "H", "H", "H", "H", "H", "H", "H", "H", "H", "H", "H", "H", "H", "H", "H", "H"], "coordinates": [[-2.09594, -3.05527, 1.24118], [-1.06948, -3.81490, 0.24941], [-0.91445, -3.06327, -1.16901], [0.49959, -2.33419, -1.39857], [1.01947, -1.43913, -0.16698], [0.52622, 0.10383, -0.33793], [-0.96416, 0.18568, 0.25034], [-1.65597, 1.55754, -0.23009], [-2.44804, 1.45730, -1.60396], [-2.03743, 0.62162, -2.83975], [-2.89857, 0.58085, -4.12677], [-2.51860, -0.31359, -5.40125], [-4.12692, -1.65915, -6.08222], [-1.26092, -0.29811, -6.05161], [-0.97182, -1.28543, -7.30699], [0.34153, 1.01608, -5.41211], [-4.07049, 1.35646, -4.19837], [-4.40326, 2.05976, -3.12958], [-3.80475, 2.24145, -1.84774], [-4.48437, 3.14330, -0.71271], [-6.06719, 2.89007, -0.65501], [-6.50426, 1.48391, -0.04096], [-5.62650, 0.21859, 0.08232], [-6.14048, -1.15518, 0.66043], [-7.60329, -1.28478, 1.14376], [-8.48771, 0.00284, 1.06691], [-7.98150, 1.36759, 0.49447], [-2.46533, -3.70834, 2.10151], [-1.56019, -2.14065, 1.69411], [-2.97481, -2.66244, 0.59556], [-0.01704, -3.85402, 0.72118], [-1.43916, -4.88032, 0.06778], [-0.99618, -3.88024, -1.98297], [-1.82952, -2.37570, -1.35056], [0.39905, -1.62049, -2.30089], [1.29516, -3.13265, -1.60053], [0.66307, -1.77766, 0.86456], [2.16560, -1.40681, -0.13776], [1.21190, 0.78861, 0.29679], [0.55796, 0.46878, -1.42571], [-1.65294, -0.67188, -0.05344], [-0.96934, 0.19985, 1.40795], [-2.28431, 1.94527, 0.65221], [-0.80862, 2.33712, -0.35928], [-1.09188, -0.02819, -2.80993], [-1.43247, -0.79735, -8.22951], [-1.42506, -2.33125, -7.14429], [0.16447, -1.46622, -7.42477], [-5.29331, 2.59324, -3.23929], [-4.32026, 4.25797, -0.97667], [-4.06688, 2.96722, 0.33210], [-6.61261, 3.01063, -1.65552], [-6.51345, 3.70122, 0.04112], [-4.53852, 0.23124, -0.25093], [-5.42796, -2.06069, 0.68739], [-7.95279, -2.29611, 1.52673], [-9.56522, -0.10470, 1.44129], [-8.70244, 2.24758, 0.47818], [4.28803, -2.13329, 2.21344], [5.33595, -0.56304, 2.08776], [4.37295, 0.63971, 1.01265], [6.91844, -1.04369, 1.19166], [5.62219, 0.04280, 3.67535], [6.55104, 1.47471, 3.93492], [5.78311, 2.99983, 3.14508], [8.32519, 1.31238, 3.33453], [6.63491, 1.81130, 5.79468], [4.09060, -2.54242, 1.21544], [4.80405, -2.89803, 2.79955], [3.32461, -1.91881, 2.68842], [4.01992, 0.13500, 0.10460], [4.99081, 1.48242, 0.69518], [3.49872, 1.02483, 1.54441], [7.55052, -1.66742, 1.82885], [7.48983, -0.16701, 0.88121], [6.68284, -1.61591, 0.28733], [5.88517, 2.98810, 2.05820], [6.28282, 3.90494, 3.50799], [4.72274, 3.07729, 3.39689], [8.77617, 0.38518, 3.69577], [8.92827, 2.14821, 3.70804], [8.38750, 1.33129, 2.24432], [7.11292, 0.97945, 6.31724], [5.63377, 1.95764, 6.20650], [7.21934, 2.71762, 5.98640]], "forces_ev_per_a": [[0.62, 0.39, -0.54], [0.07, 0.39, 0.12], [-0.18, -0.79, -0.46], [-0.23, 0.24, 0.74], [0.33, 1.40, -0.60], [-0.26, -0.97, 1.22], [-0.29, 0.92, -0.24], [0.40, 0.22, 0.13], [-2.08, -0.14, -3.34], [-1.93, 1.26, 0.84], [-0.24, 1.23, 1.66], [1.91, 1.02, 0.27], [1.19, 1.15, 0.62], [-2.66, -1.39, 0.40], [0.51, 0.27, 0.86], [-1.05, -0.84, -0.46], [3.14, -2.08, 0.55], [0.48, 1.23, 3.36], [2.76, -2.24, -0.62], [-0.93, 0.11, -1.26], [-0.53, -0.33, 0.99], [-1.74, -3.16, 1.70], [-2.73, -0.34, 0.91], [-2.45, 2.85, -0.28], [2.34, 3.73, -1.73], [2.67, 0.02, -1.04], [2.17, -3.70, 0.31], [0.47, 0.84, -1.31], [-0.95, -1.41, -0.62], [1.21, -0.71, 1.23], [-1.74, -0.18, -0.58], [0.56, 1.46, 0.30], [0.10, 1.33, 1.14], [1.53, -0.88, 0.33], [0.39, -1.30, 1.12], [-1.22, 1.13, 0.07], [0.50, 0.22, -1.49], [-1.67, -0.28, -0.06], [-1.14, -1.03, -1.12], [0.04, -0.62, 1.47], [1.17, 1.03, 0.27], [0.24, -0.05, -1.92], [0.50, -0.50, -1.77], [-1.39, -1.13, 0.03], [-1.65, 1.12, 0.03], [0.77, -0.75, 1.15], [0.44, 1.82, -0.09], [-1.91, 0.66, 0.09], [0.94, -0.72, -0.14], [-0.09, -1.81, 0.34], [-0.27, -0.05, -1.73], [0.94, -0.05, 1.23], [0.75, -1.28, -1.19], [-1.63, 0.07, 0.47], [-1.27, 1.74, -0.03], [0.27, 1.74, -0.51], [1.80, 0.42, -0.67], [1.19, -1.31, -0.02], [-0.14, -0.03, -0.39], [0.54, 0.63, 3.14], [-0.26, -0.08, -0.74], [-0.12, -0.21, -0.62], [0.49, 0.78, -1.53], [-1.52, -2.43, 0.15], [0.29, 0.56, 0.03], [0.36, 0.53, 0.03], [0.20, 0.32, -0.15], [-0.05, -0.14, -0.02], [-0.03, 0.08, 0.01], [0.09, 0.00, 0.04], [-0.06, 0.05, -0.17], [-0.05, 0.01, 0.05], [0.08, 0.01, 0.10], [-0.07, 0.10, 0.03], [0.03, -0.02, 0.05], [0.11, -0.06, -0.11], [-0.04, -0.01, -0.02], [-0.04, 0.11, -0.04], [0.02, -0.08, -0.01], [-0.09, 0.00, -0.03], [0.12, -0.01, -0.03], [0.02, -0.06, 0.01], [-0.06, -0.01, -0.03], [0.00, -0.06, -0.01], [0.01, 0.02, 0.14]], "mulliken_charge": [-0.326, -0.663, -0.217, -0.664, 0.007, -0.662, 0.291, -0.610, 0.426, 0.865, 0.022, -0.600, 0.080, 0.274, -1.119, 0.109, -1.029, 0.541, -0.016, -0.482, -0.829, 0.711, 0.154, -0.325, -0.511, -0.391, -0.651, 0.404, 0.065, -0.166, 0.310, 0.356, 0.423, 0.038, 0.077, 0.411, 0.319, -0.208, 0.263, 0.160, -0.512, 0.456, 0.081, 0.417, -0.012, 0.313, 0.347, 0.349, 0.312, 0.388, 0.188, 0.319, 0.442, -0.070, 0.200, 0.337, 0.285, 0.305, -0.944, 0.010, -0.974, -1.071, -0.253, 0.183, -1.054, -1.048, -1.020, 0.223, 0.312, 0.188, 0.413, 0.396, 0.140, 0.245, 0.326, 0.350, 0.311, 0.372, 0.231, 0.244, 0.355, 0.316, 0.252, 0.244, 0.270], "fmax_ev_per_a": 4.7, "homo_lumo_gap_ev": 1.68, "e_lumo_ev": -2.955, "multiplicity": 1}